# 1
{"formula": "C2InLiO4", "method": "ωB97M-V/def2-TZVPD", "homo_energy_ev": [-12.73, -12.40], "gap_ev": [6.8445, 6.5179], "spin_multiplicity": 2, "e_lumo_ev": [-5.8867, -5.8868], "total_energy_ha": -574.56649, "s2": 0.757, "charge": 1, "species": ["O", "Li", "O", "O", "C", "C", "O", "In"], "coordinates": [[-1.51098, 0.38011, 0.85926], [-1.11787, -1.42479, 0.42579], [-3.04702, 1.33626, -0.46962], [-2.61003, -0.86212, -0.59342], [-2.45868, 0.30759, -0.04362], [1.26306, -0.95433, 0.06255], [2.35181, -0.70050, 0.23049], [4.58825, 1.01976, -0.82524]], "forces_ev_per_a": [[-1.67, 0.81, -0.99], [-0.30, 0.13, -0.08], [-0.35, 0.12, 0.14], [-0.68, 2.06, 0.46], [3.05, -3.12, 0.42], [0.40, -0.12, 0.30], [-0.53, 0.05, -0.24], [0.07, 0.08, -0.01]]}



# 2
{"formula": "C23H14Cl72FGaOP", "method": "ωB97M-V/def2-TZVPD", "homo_energy_ev": -4.06, "gap_ev": 5.1431, "e_above_lowest_kcal_mol": 0.0, "e_lumo_ev": 1.0857, "total_energy_ha": -36459.72658, "charge": -1, "species": ["C", "P", "C", "Ga", "F", "C", "C", "C", "O", "H", "H", "H", "H", "H", "H", "H", "H", "H", "H", "H", "H", "H", "H", "C", "Cl", "Cl", "Cl", "Cl", "C", "Cl", "Cl", "Cl", "Cl", "C", "Cl", "Cl", "Cl", "Cl", "C", "Cl", "Cl", "Cl", "Cl", "C", "Cl", "Cl", "Cl", "Cl", "C", "Cl", "Cl", "Cl", "Cl", "C", "Cl", "Cl", "Cl", "Cl", "C", "Cl", "Cl", "Cl", "Cl", "C", "Cl", "Cl", "Cl", "Cl", "C", "Cl", "Cl", "Cl", "Cl", "C", "Cl", "Cl", "Cl", "Cl", "C", "Cl", "Cl", "Cl", "Cl", "C", "Cl", "Cl", "Cl", "Cl", "C", "Cl", "Cl", "Cl", "Cl", "C", "Cl", "Cl", "Cl", "Cl", "C", "Cl", "Cl", "Cl", "Cl", "C", "Cl", "Cl", "Cl", "Cl", "C", "Cl", "Cl", "Cl", "Cl"], "coordinates": [[-1.37468, -0.82092, -1.83051], [-0.56888, -1.26457, -0.20589], [1.23326, -1.27370, -0.69742], [-0.73946, 0.59811, 1.28423], [1.01451, 1.06304, 1.64522], [-1.56900, 2.30175, 0.51314], [-0.41026, 3.24997, 0.11869], [0.21726, 4.01940, 1.32042], [-0.40421, 3.81169, 2.59545], [-0.61458, -0.63005, -2.60449], [-1.99707, -1.66138, -2.16958], [-2.02254, 0.07168, -1.76126], [1.81992, -1.58270, 0.17709], [1.56243, -0.25824, -0.97368], [1.39852, -1.95558, -1.54466], [-1.50437, 0.13975, 2.60274], [-2.25702, 2.73274, 1.25583], [-2.15379, 2.05720, -0.38386], [-0.73764, 3.97562, -0.65054], [0.39286, 2.62370, -0.30458], [0.21079, 5.10267, 1.08760], [1.26262, 3.71157, 1.45503], [-1.27581, 4.24012, 2.58080], [4.79759, -3.69286, 0.13006], [6.48322, -4.20208, -0.06281], [4.05122, -4.56422, 1.47235], [4.73709, -1.97131, 0.48336], [3.91533, -4.03433, -1.36260], [2.25524, -0.97618, 4.23251], [3.52445, 0.03597, 3.53866], [1.24255, 0.00297, 5.29947], [1.27274, -1.67192, 2.96305], [3.01397, -2.28261, 5.18068], [-5.22374, -1.65076, -1.37486], [-5.18021, 0.05546, -1.82485], [-4.74822, -2.64706, -2.75788], [-4.12120, -1.92758, -0.03149], [-6.87456, -2.08773, -0.89712], [-3.74549, 3.69426, -3.30844], [-3.39774, 5.36596, -2.87273], [-5.22062, 3.19349, -2.45796], [-3.99481, 3.53524, -5.05662], [-2.41171, 2.67967, -2.80635], [-3.95866, 1.05505, 5.21194], [-5.53982, 1.85801, 5.13080], [-3.48381, 0.86001, 6.91066], [-4.09659, -0.53384, 4.45722], [-2.76631, 2.01543, 4.36671], [-8.32932, 1.91665, 2.15207], [-7.72568, 0.44495, 1.38909], [-9.70280, 2.54816, 1.23429], [-8.85499, 1.55183, 3.80386], [-7.04560, 3.12330, 2.19647], [-6.08486, -3.90608, 2.92883], [-6.49946, -4.70298, 1.40475], [-6.82175, -4.78417, 4.27219], [-4.33392, -3.85490, 3.12343], [-6.73240, -2.26146, 2.89161], [10.02162, -2.73364, -1.81554], [11.51741, -1.93027, -1.31903], [8.63616, -1.72249, -1.41546], [10.04420, -2.98192, -3.56339], [9.87560, -4.28176, -0.97241], [-4.18542, 8.16714, -5.64713], [-3.45654, 8.74648, -4.14295], [-2.92010, 7.45398, -6.65425], [-5.39871, 6.94332, -5.28933], [-4.93278, 9.52365, -6.50162], [-3.91292, 5.88547, 1.63918], [-2.28222, 6.47049, 1.30409], [-4.96023, 7.25201, 2.06683], [-4.54515, 5.08350, 0.20797], [-3.86035, 4.74625, 2.99069], [-11.77031, 6.60746, 1.50168], [-11.49010, 8.35116, 1.58329], [-13.26661, 6.21380, 2.35831], [-11.91829, 6.11589, -0.19035], [-10.42247, 5.75083, 2.24289], [7.10193, -2.49141, -6.33582], [7.57139, -4.02636, -7.08028], [5.78453, -1.76621, -7.26073], [6.57239, -2.77434, -4.67889], [8.49355, -1.39586, -6.34364], [-10.63500, -3.15964, 4.43785], [-10.45974, -1.57099, 3.68827], [-10.08535, -4.40238, 3.31147], [-9.67521, -3.21593, 5.91855], [-12.33738, -3.44186, 4.83757], [12.37652, -6.72794, -4.05750], [11.09690, -6.61095, -5.27226], [13.89746, -7.16962, -4.84462], [12.54950, -5.17433, -3.24697], [11.94438, -7.96719, -2.87296], [10.23807, 2.26306, -2.40792], [11.94474, 2.61244, -2.72037], [9.29849, 3.75193, -2.54022], [9.65486, 1.09240, -3.59436], [10.06531, 1.59924, -0.78263], [2.20533, -7.47292, 4.27411], [2.64506, -5.76859, 4.20191], [0.62624, -7.64500, 5.04650], [2.13659, -8.13258, 2.63663], [3.41704, -8.35869, 5.21299], [0.38821, 8.81367, -1.14045], [1.72901, 9.78005, -1.77239], [-0.27685, 9.60227, 0.29369], [-0.86896, 8.68308, -2.37819], [0.96971, 7.20328, -0.72030], [10.19270, -11.64638, -1.13169], [10.53349, -13.16920, -1.96067], [8.88165, -10.80273, -1.95774], [9.72712, -11.97515, 0.53894], [11.64147, -10.63267, -1.15149]], "forces_ev_per_a": [[-0.13, 0.27, -0.24], [0.11, -0.45, 0.16], [-0.12, 0.52, -0.06], [-0.47, 0.42, -0.08], [0.05, -0.01, -0.04], [0.41, -0.31, -0.06], [-0.21, -0.15, 0.28], [0.07, 0.10, -0.11], [-0.23, 0.30, -0.24], [-0.19, 0.00, 0.20], [0.16, 0.25, 0.00], [0.25, -0.37, 0.02], [-0.08, -0.02, -0.34], [0.05, -0.36, 0.03], [0.03, 0.08, 0.32], [0.16, -0.20, 0.06], [0.12, 0.04, -0.25], [0.05, 0.06, 0.37], [0.17, -0.10, 0.21], [-0.22, 0.37, -0.12], [0.07, -0.32, 0.16], [-0.37, 0.01, 0.04], [0.40, -0.22, -0.09], [-0.11, 0.06, 0.09], [-0.04, -0.07, 0.03], [0.05, -0.09, -0.08], [0.06, 0.11, -0.06], [0.02, 0.00, 0.00], [-0.09, 0.15, -0.11], [0.01, -0.02, 0.01], [0.03, -0.03, -0.01], [0.02, -0.26, 0.04], [0.02, -0.03, 0.05], [0.13, 0.01, 0.17], [-0.01, -0.08, -0.02], [-0.02, 0.01, -0.01], [-0.03, -0.01, -0.05], [-0.10, 0.05, -0.05], [0.08, -0.09, 0.10], [0.14, 0.14, -0.28], [-0.12, 0.06, -0.10], [-0.03, 0.09, 0.07], [0.02, -0.05, -0.24], [0.01, -0.10, -0.08], [-0.02, 0.03, 0.10], [-0.03, 0.02, -0.01], [0.05, 0.03, 0.05], [0.13, 0.01, 0.10], [0.10, -0.01, 0.02], [-0.05, 0.10, -0.05], [0.00, -0.12, -0.06], [-0.02, 0.02, -0.01], [-0.02, 0.04, -0.06], [-0.06, 0.16, -0.10], [0.06, -0.16, 0.07], [0.20, -0.11, 0.09], [-0.05, -0.01, 0.00], [0.02, -0.08, 0.07], [-0.18, 0.10, -0.04], [0.02, -0.03, 0.00], [0.00, 0.05, 0.09], [-0.01, 0.00, 0.00], [0.05, -0.01, -0.06], [0.10, -0.10, -0.01], [-0.21, 0.07, -0.05], [-0.01, 0.02, -0.03], [-0.12, 0.10, -0.04], [0.02, -0.02, 0.02], [-0.05, 0.00, 0.06], [0.03, 0.06, -0.02], [0.01, 0.00, -0.01], [-0.09, -0.04, 0.19], [-0.05, 0.08, -0.09], [0.02, -0.01, 0.01], [0.00, -0.01, 0.00], [0.00, 0.00, 0.00], [0.00, 0.00, 0.00], [-0.02, 0.11, 0.03], [-0.04, 0.01, 0.07], [0.01, 0.00, 0.01], [0.01, -0.01, -0.01], [0.00, 0.02, -0.02], [-0.01, 0.01, -0.01], [-0.01, 0.04, -0.07], [-0.01, -0.03, 0.02], [-0.10, 0.03, 0.00], [0.01, -0.01, -0.01], [-0.01, 0.00, 0.00], [-0.06, 0.02, 0.04], [0.00, 0.00, 0.00], [-0.01, 0.01, 0.01], [0.23, -0.09, 0.00], [0.00, 0.09, -0.12], [-0.01, -0.01, 0.00], [0.01, 0.00, 0.00], [0.01, 0.00, 0.00], [0.00, -0.03, 0.00], [0.00, 0.03, -0.01], [0.01, 0.04, -0.04], [-0.06, 0.02, 0.09], [0.00, 0.00, 0.00], [0.00, -0.01, 0.00], [0.00, -0.01, 0.01], [0.04, -0.07, 0.00], [0.00, 0.02, -0.01], [-0.01, -0.02, 0.00], [0.12, -0.04, 0.07], [-0.07, 0.05, 0.00], [-0.04, 0.03, -0.01], [0.00, 0.00, 0.00], [0.01, -0.01, 0.00], [0.01, 0.00, -0.01], [0.03, -0.13, 0.11]]}



# 3
{"formula": "C42H40CdN2P2S3Se", "method": "ωB97M-V/def2-TZVPD", "homo_energy_ev": -1.90, "gap_ev": 5.8327, "e_lumo_ev": 3.9375, "total_energy_ha": -6180.45362, "charge": -2, "species": ["Cd", "S", "P", "C", "P", "S", "C", "C", "C", "C", "C", "C", "C", "C", "C", "C", "C", "C", "C", "C", "C", "C", "C", "C", "C", "C", "C", "C", "C", "C", "H", "H", "H", "H", "H", "H", "H", "H", "H", "H", "H", "H", "H", "H", "H", "H", "H", "H", "H", "H", "N", "S", "C", "C", "C", "C", "C", "C", "C", "C", "C", "C", "C", "C", "H", "H", "H", "H", "H", "H", "H", "H", "H", "H", "H", "C", "C", "C", "C", "H", "H", "H", "H", "H", "H", "H", "H", "H", "Se", "C", "N"], "coordinates": [[-1.82582, -1.16506, 0.02109], [-0.43578, -2.05052, 2.69323], [0.98295, -1.58157, 1.36208], [0.56342, -0.61464, 0.00914], [0.85506, -1.20381, -1.56862], [-0.42079, -2.39938, -2.53339], [2.55947, -1.87984, -1.91891], [2.77822, -3.15489, -2.43045], [4.07421, -3.60924, -2.66812], [5.16732, -2.79277, -2.40319], [4.96022, -1.52110, -1.88228], [3.66726, -1.07600, -1.63568], [1.02635, 0.32993, -2.61211], [1.44767, 1.52484, -2.04111], [1.61372, 2.67290, -2.81222], [1.34925, 2.63817, -4.17470], [0.93072, 1.44729, -4.76063], [0.77300, 0.30279, -3.98487], [2.22974, -0.63345, 2.37567], [2.67443, 0.60931, 1.94573], [3.52967, 1.38099, 2.73479], [3.95548, 0.90652, 3.96647], [3.52052, -0.34394, 4.40719], [2.66178, -1.10160, 3.62189], [1.93038, -3.12062, 1.01984], [1.18936, -4.25568, 0.67574], [1.82963, -5.45605, 0.39607], [3.21728, -5.53578, 0.45551], [3.95992, -4.40647, 0.77426], [3.31906, -3.20204, 1.05105], [1.91993, -3.77807, -2.64637], [4.22892, -4.60914, -3.06146], [6.17597, -3.14569, -2.59760], [5.80784, -0.87872, -1.66432], [3.50486, -0.08705, -1.21469], [1.63850, 1.54080, -0.97440], [1.93668, 3.59512, -2.34405], [1.45728, 3.53413, -4.77830], [0.72145, 1.41431, -5.82477], [0.43087, -0.62523, -4.42711], [2.33003, 0.96242, 0.97831], [3.86362, 2.35385, 2.38681], [4.62117, 1.50195, 4.58271], [3.84075, -0.71743, 5.37466], [2.29283, -2.05751, 3.97396], [0.10829, -4.18039, 0.63632], [1.24492, -6.33099, 0.13355], [3.71971, -6.47483, 0.24766], [5.04296, -4.45889, 0.79850], [3.90481, -2.32325, 1.29162], [-1.81179, 1.44491, 1.00563], [-1.91365, 2.47245, -0.15919], [-3.32846, 3.59313, 0.04338], [-4.27841, 3.67521, -0.96205], [-5.42114, 4.44609, -0.76301], [-5.59724, 5.13155, 0.42945], [-4.63231, 5.05219, 1.43223], [-3.49847, 4.27955, 1.24109], [-0.68822, 3.77723, 0.18562], [0.32026, 3.47224, 1.08348], [1.30894, 4.41553, 1.35115], [1.28253, 5.65164, 0.71541], [0.26605, 5.94615, -0.19010], [-0.71970, 5.00735, -0.45930], [-1.89437, 1.88033, 1.92121], [-4.13759, 3.11606, -1.88089], [-6.18756, 4.47187, -1.52845], [-6.49861, 5.71377, 0.59058], [-4.76938, 5.58785, 2.36534], [-2.74118, 4.21339, 2.01745], [0.32403, 2.48723, 1.54671], [2.10447, 4.17881, 2.04820], [2.05297, 6.38720, 0.92381], [0.25216, 6.90383, -0.69986], [-1.52234, 5.23826, -1.15369], [-4.84701, -4.58593, 0.47604], [-4.30865, -3.14830, 0.43258], [-4.58003, -2.45684, 1.76639], [-2.81756, -3.11952, 0.07958], [-5.92113, -4.61435, 0.72032], [-4.30611, -5.16520, 1.23488], [-4.70492, -5.07754, -0.49041], [-4.86675, -2.61270, -0.34303], [-3.98456, -2.92446, 2.56163], [-5.64010, -2.50829, 2.04144], [-4.29595, -1.40406, 1.71064], [-2.65188, -3.58020, -0.89648], [-2.26365, -3.69875, 0.82807], [-6.89070, 0.22254, -0.50527], [-5.11273, 0.12798, -0.75788], [-3.95436, 0.05803, -0.91725]], "forces_ev_per_a": [[0.27, 0.12, 0.09], [0.03, 0.06, -0.04], [0.24, 0.70, 0.28], [-0.23, -1.20, -0.27], [0.22, 0.50, -0.39], [0.02, -0.03, 0.07], [0.16, 0.11, 0.34], [0.12, 0.09, -0.03], [-0.05, 0.08, 0.02], [-0.08, -0.08, -0.02], [-0.09, 0.05, 0.04], [0.00, -0.03, 0.01], [-0.08, -0.08, -0.15], [0.04, 0.13, -0.03], [-0.06, -0.10, 0.02], [-0.02, -0.07, -0.01], [0.03, -0.06, 0.13], [0.04, 0.12, 0.04], [-0.01, 0.01, 0.04], [0.14, 0.05, -0.01], [-0.03, -0.08, 0.01], [-0.05, -0.10, -0.03], [-0.06, 0.00, -0.11], [0.04, 0.13, -0.08], [-0.16, -0.14, -0.14], [0.15, 0.02, -0.03], [-0.02, 0.12, 0.02], [0.01, 0.07, 0.02], [-0.06, 0.03, 0.01], [0.00, -0.12, -0.01], [-0.03, -0.02, 0.00], [-0.02, 0.04, 0.02], [-0.06, 0.01, 0.02], [-0.05, -0.01, 0.00], [0.06, -0.08, -0.03], [-0.10, 0.04, 0.02], [-0.01, 0.04, 0.05], [0.02, -0.04, 0.03], [-0.01, -0.02, 0.03], [-0.02, 0.01, 0.01], [-0.03, -0.02, 0.06], [-0.01, -0.05, -0.03], [-0.03, -0.02, -0.01], [-0.01, 0.00, -0.04], [-0.01, 0.00, 0.02], [0.00, -0.04, 0.01], [0.01, 0.04, 0.00], [-0.02, 0.03, -0.02], [-0.02, 0.02, 0.00], [0.01, -0.01, 0.00], [-0.27, -0.29, -0.12], [0.11, 0.35, 0.18], [-0.12, -0.12, 0.06], [0.04, -0.08, 0.02], [0.03, -0.03, 0.03], [0.02, -0.03, -0.01], [0.02, 0.00, -0.05], [-0.08, 0.04, -0.03], [0.07, -0.08, -0.13], [0.09, -0.10, 0.02], [-0.05, 0.10, -0.09], [-0.02, -0.07, 0.04], [0.04, -0.07, -0.05], [0.03, 0.09, -0.04], [-0.03, -0.09, 0.11], [-0.06, -0.05, 0.10], [0.05, 0.02, 0.03], [0.07, -0.03, -0.01], [-0.01, -0.03, -0.04], [-0.07, -0.03, -0.04], [0.05, 0.08, -0.07], [-0.05, -0.02, 0.00], [-0.04, -0.05, -0.02], [-0.02, -0.04, 0.06], [0.09, -0.03, 0.04], [-0.13, 0.06, 0.03], [0.13, -0.09, 0.01], [0.01, -0.05, 0.00], [-0.46, 0.12, 0.17], [0.18, 0.00, -0.04], [-0.04, 0.02, -0.05], [0.02, -0.03, 0.03], [0.01, 0.03, 0.03], [-0.04, 0.04, -0.05], [0.07, 0.02, -0.02], [-0.02, 0.01, 0.04], [0.04, 0.01, -0.05], [0.03, -0.01, 0.00], [-0.35, 0.11, 0.01], [1.19, -0.08, -0.16], [-0.69, 0.17, 0.10]]}



- What is the charge in the third record?
  -2



- Number 1 is which compound?
  C2InLiO4



- What is the charge in the second record?
  -1



- The highest charge belongs to which entry?
  C2InLiO4